29
Properties=species:S:1:pos:R:3:lowdin_spin:R:1 method="wB97M-V/def2-TZVPD" relative_energy_kj_mol=32.5 s_squared=0.81 multiplicity=2 lumo_ev="-6.30 / -5.84" charge=+1 homo_lumo_gap_ev="4.761 / 5.735" largest_force_ev_per_a=0.82 e_tot_ev=-353894.130
Re 1.6911 1.6911 0.0678 0.92
Se 4.9511 4.9467 2.0524 -0.02
Sb 4.2657 4.2657 -0.0411 0.02
Se 3.9698 1.5297 0.0494 0.02
Se 1.5298 3.9698 0.0541 0.02
Se 4.8417 4.8460 -2.2056 -0.08
Se -3.8701 -3.8700 -0.0815 0.00
N -3.9183 -2.0844 -0.0565 0.00
C -2.6802 -1.6675 -0.0306 0.00
C -2.3086 -0.2572 -0.0059 0.00
C -3.2513 0.7735 -0.0078 0.02
C -2.8077 2.0769 0.0137 0.00
C -1.4419 2.3286 0.0366 0.02
N -0.5295 1.3534 0.0395 0.01
C -0.9580 0.0743 0.0186 0.01
C 0.0743 -0.9581 0.0188 0.01
N 1.3534 -0.5296 0.0398 0.01
C 2.3286 -1.4420 0.0372 0.02
C 2.0768 -2.8078 0.0147 0.00
C 0.7734 -3.2514 -0.0069 0.02
C -0.2572 -2.3086 -0.0054 0.00
C -1.6676 -2.6801 -0.0303 0.00
N -2.0845 -3.9182 -0.0559 0.00
H -4.3048 0.5327 -0.0271 0.00
H -3.4962 2.9089 0.0132 0.00
H -1.0606 3.3397 0.0550 0.00
H 3.3397 -1.0608 0.0556 0.00
H 2.9088 -3.4963 0.0144 0.00
H 0.5325 -4.3049 -0.0260 0.00